{"formula": "C44H44AuN3P2Si", "method": "ωB97M-V/def2-TZVPD", "elements": ["Au", "C", "Si", "C", "C", "C", "C", "C", "C", "P", "C", "C", "C", "C", "C", "C", "C", "C", "C", "C", "C", "C", "C", "C", "C", "C", "C", "C", "P", "C", "C", "C", "C", "C", "C", "C", "C", "C", "C", "C", "C", "H", "H", "H", "H", "H", "H", "H", "H", "H", "H", "H", "H", "H", "H", "H", "H", "H", "H", "H", "H", "H", "H", "H", "H", "H", "H", "H", "H", "H", "H", "H", "C", "C", "N", "C", "N", "C", "C", "C", "N", "C", "H", "H", "H", "H", "H", "H", "H", "H", "H", "H", "H", "H", "H"], "xyz": [[-0.04817, -0.27194, 0.22334], [-3.53456, -1.74221, 0.25920], [-2.49311, -0.29806, -0.31601], [-2.99859, 1.31728, 0.50777], [-4.32443, 1.47193, 0.92267], [-4.73972, 2.62900, 1.56127], [-3.83568, 3.65461, 1.80832], [-2.51698, 3.52232, 1.40039], [-2.09711, 2.34981, 0.77243], [-0.37828, 2.20289, 0.22763], [-0.17488, 3.48954, -1.01854], [-0.91488, 3.32971, -2.19398], [-0.84402, 4.28964, -3.18776], [-0.02991, 5.40324, -3.01829], [0.70835, 5.55797, -1.85344], [0.64802, 4.60102, -0.85149], [0.73647, 2.51094, 1.60968], [0.30999, 2.48950, 2.93633], [1.24462, 2.55565, 3.95895], [2.60053, 2.61687, 3.66812], [3.03259, 2.61097, 2.34822], [2.10652, 2.54904, 1.31936], [-2.50267, -0.27930, -2.20088], [-3.70505, -0.02334, -2.85831], [-3.79618, -0.12049, -4.23852], [-2.69097, -0.50698, -4.98402], [-1.48367, -0.76134, -4.35214], [-1.38756, -0.64458, -2.96570], [0.19144, -0.94554, -2.13840], [0.22464, -2.71757, -1.69646], [1.32478, -3.17563, -0.96132], [1.37016, -4.48633, -0.52279], [0.31999, -5.35057, -0.81465], [-0.76381, -4.90597, -1.55358], [-0.81631, -3.58885, -1.99774], [1.46731, -0.72061, -3.39648], [2.18908, -1.79576, -3.91028], [3.13070, -1.56802, -4.90200], [3.36259, -0.28094, -5.36625], [2.64608, 0.79049, -4.84732], [1.70319, 0.57696, -3.85767], [-4.48961, -1.71493, -0.27125], [-3.05269, -2.69268, 0.02050], [-3.72978, -1.70855, 1.33173], [-5.04070, 0.67971, 0.73296], [-5.77346, 2.73273, 1.86344], [-4.15703, 4.55075, 2.32224], [-1.81013, 4.32403, 1.57917], [-1.55046, 2.45701, -2.31464], [-1.42114, 4.17093, -4.09533], [0.02827, 6.15299, -3.79576], [1.33275, 6.43141, -1.72030], [1.21907, 4.73151, 0.05821], [-0.74583, 2.42328, 3.16438], [0.90977, 2.56537, 4.98819], [3.32250, 2.67392, 4.47228], [4.09030, 2.65621, 2.12228], [2.43678, 2.53887, 0.28519], [-4.57743, 0.27760, -2.28646], [-4.73180, 0.10618, -4.73202], [-2.76811, -0.60976, -6.05812], [-0.62159, -1.06313, -4.93255], [2.14841, -2.49990, -0.75285], [2.22313, -4.83639, 0.04477], [0.35297, -6.37639, -0.47204], [-1.56550, -5.58954, -1.80108], [-1.66315, -3.23903, -2.57634], [2.00266, -2.79959, -3.55208], [3.68344, -2.40134, -5.31521], [4.10649, -0.11154, -6.13304], [2.82923, 1.79193, -5.21383], [1.13887, 1.40779, -3.44570], [3.74751, -1.85333, 4.14192], [3.81243, -1.47321, 2.67510], [2.47941, -1.10889, 2.21366], [1.31261, -1.48972, 2.78600], [0.18813, -1.03720, 2.26001], [-1.09101, -1.30249, 2.92022], [-0.91791, -1.66485, 4.38282], [0.11878, -2.77038, 4.46430], [1.35962, -2.29801, 3.86060], [2.62296, -2.85305, 4.34081], [3.54579, -0.96589, 4.74506], [4.69527, -2.28162, 4.46181], [4.20511, -2.30303, 2.07999], [4.47333, -0.61832, 2.53456], [2.40099, -0.44692, 1.46228], [-1.60600, -2.12185, 2.40269], [-1.71134, -0.40574, 2.81703], [-1.86740, -1.99204, 4.80442], [-0.56811, -0.79873, 4.94848], [-0.24086, -3.66731, 3.94826], [0.32425, -3.03975, 5.49851], [2.84537, -3.78912, 3.81693], [2.50434, -3.08336, 5.39821]], "atomic_forces_ev_per_a": [[0.1, 0.1, -0.1], [0.7, 0.1, 0.4], [-0.4, 0.8, -0.5], [0.2, -0.4, 0.2], [0.0, -0.2, -0.1], [-0.1, 0.0, 0.0], [0.0, 0.0, 0.0], [-0.2, -0.1, -0.1], [0.1, 0.6, 0.1], [-0.7, -0.1, 0.3], [0.2, -0.2, -0.1], [0.1, 0.0, 0.1], [0.0, 0.0, -0.1], [0.0, 0.0, 0.0], [0.1, 0.1, 0.0], [-0.1, 0.0, 0.0], [0.1, 0.0, 0.0], [0.0, 0.0, -0.1], [-0.1, 0.0, 0.0], [0.0, 0.0, 0.0], [0.0, 0.0, 0.0], [-0.1, 0.0, 0.0], [0.5, -0.2, 0.2], [-0.1, 0.1, 0.2], [0.0, 0.0, 0.0], [0.0, 0.0, 0.0], [-0.1, 0.0, 0.1], [0.1, 0.1, -0.1], [-0.2, -1.1, 0.4], [0.0, -0.1, -0.3], [-0.2, 0.0, -0.1], [0.0, 0.1, 0.0], [0.0, -0.1, 0.0], [0.0, 0.0, 0.0], [0.1, 0.1, 0.0], [0.1, 0.3, 0.3], [-0.1, 0.1, 0.0], [0.1, 0.0, -0.1], [0.0, 0.0, 0.0], [0.0, 0.1, 0.0], [0.0, -0.1, 0.1], [0.0, 0.1, -0.1], [0.0, 0.0, 0.0], [0.0, 0.0, 0.0], [0.0, 0.0, 0.1], [0.0, 0.0, 0.0], [0.0, 0.0, 0.0], [0.0, 0.0, 0.0], [0.0, 0.0, -0.1], [0.0, 0.0, 0.0], [0.0, 0.0, 0.0], [0.0, 0.0, 0.0], [0.0, 0.0, 0.0], [0.0, 0.0, 0.1], [0.0, 0.0, 0.0], [0.0, 0.0, 0.0], [0.0, 0.0, 0.0], [0.1, 0.0, 0.0], [0.0, 0.0, -0.1], [0.0, 0.0, 0.0], [0.0, 0.0, 0.0], [0.0, 0.0, 0.0], [0.0, 0.0, 0.1], [0.0, 0.0, 0.0], [0.0, 0.0, 0.0], [0.0, 0.0, 0.0], [0.0, -0.1, 0.0], [0.0, 0.0, 0.0], [0.0, 0.0, 0.0], [0.0, 0.0, 0.0], [0.0, 0.0, 0.0], [0.0, 0.0, 0.0], [-0.1, 0.0, -0.1], [0.1, -0.1, 0.1], [0.0, -0.1, -0.1], [0.0, 0.0, -0.1], [-0.3, 0.1, -0.4], [0.0, 0.0, 0.0], [0.1, 0.0, -0.1], [-0.2, 0.0, 0.0], [0.0, 0.1, 0.1], [0.1, 0.0, 0.0], [0.0, 0.0, 0.0], [0.0, 0.0, 0.0], [0.0, 0.0, 0.0], [0.0, 0.0, -0.1], [0.0, 0.1, 0.1], [0.0, 0.0, 0.0], [0.0, 0.0, 0.0], [0.0, 0.0, 0.0], [0.0, 0.0, 0.0], [0.0, 0.0, 0.0], [0.1, 0.0, 0.0], [0.0, 0.0, 0.0], [0.0, 0.0, 0.0]], "lowdin_charge": [0.710, -0.152, 0.701, -0.293, -0.078, -0.040, -0.032, -0.066, -0.385, 1.005, -0.350, -0.098, -0.060, -0.051, -0.053, -0.073, -0.388, -0.082, -0.057, -0.061, -0.072, -0.126, -0.306, -0.079, -0.041, -0.035, -0.054, -0.390, 0.999, -0.408, -0.142, -0.067, -0.062, -0.060, -0.082, -0.371, -0.071, -0.052, -0.050, -0.059, -0.093, 0.058, 0.039, 0.039, 0.107, 0.121, 0.122, 0.122, 0.094, 0.114, 0.117, 0.117, 0.104, 0.103, 0.115, 0.115, 0.115, 0.110, 0.112, 0.120, 0.121, 0.117, 0.098, 0.110, 0.114, 0.115, 0.107, 0.106, 0.117, 0.117, 0.115, 0.097, -0.143, -0.161, 0.084, -0.372, -0.069, -0.245, -0.143, -0.126, -0.030, -0.125, 0.124, 0.128, 0.122, 0.123, 0.098, 0.102, 0.100, 0.127, 0.124, 0.137, 0.129, 0.136, 0.129], "energy_ev": -80949.228, "charge": 2, "spin_multiplicity": 1, "lumo_energy_ev": -7.14, "homo_ha": -0.457}

***

{"formula": "C27H42N4O4S", "method": "ωB97M-V/def2-TZVPD", "elements": ["C", "C", "C", "N", "C", "C", "C", "C", "C", "C", "N", "C", "O", "C", "C", "N", "C", "C", "C", "C", "C", "S", "O", "O", "N", "C", "C", "C", "C", "C", "C", "C", "C", "C", "C", "O", "H", "H", "H", "H", "H", "H", "H", "H", "H", "H", "H", "H", "H", "H", "H", "H", "H", "H", "H", "H", "H", "H", "H", "H", "H", "H", "H", "H", "H", "H", "H", "H", "H", "H", "H", "H", "H", "H", "H", "H", "H", "H"], "xyz": [[6.06502, 1.34946, 3.54866], [5.79238, 1.61115, 2.07311], [6.17913, 0.41019, 1.20858], [5.85464, 0.63990, -0.18889], [6.87214, 1.39547, -0.89947], [6.25778, 2.27270, -1.99251], [5.29699, 3.29671, -1.40375], [5.43689, -0.56173, -0.88830], [3.95724, -0.85463, -0.63533], [3.46991, -2.03735, -1.47051], [2.07576, -2.30777, -1.22618], [1.63000, -3.47196, -0.73520], [2.33831, -4.44142, -0.50630], [0.15149, -3.52414, -0.48915], [-0.33800, -4.72410, -0.07431], [-1.62747, -4.98063, 0.21279], [-2.01761, -6.30572, 0.63650], [-2.55950, -3.97467, 0.09563], [-3.91432, -4.18631, 0.39661], [-4.82418, -3.16046, 0.27231], [-4.40689, -1.90832, -0.15837], [-5.59470, -0.58026, -0.35913], [-6.79291, -0.94256, 0.35020], [-5.70725, -0.28328, -1.75622], [-4.77724, 0.66859, 0.39595], [-4.84040, 0.53217, 1.83229], [-4.97406, 1.98355, -0.19566], [-6.28002, 2.65818, 0.22838], [-6.46003, 3.95924, -0.54880], [-5.27305, 4.88961, -0.31302], [-3.96648, 4.20573, -0.70639], [-3.78595, 2.90658, 0.07477], [-3.09005, -1.67767, -0.46181], [-2.14417, -2.69767, -0.33382], [-0.73885, -2.39489, -0.65502], [-0.39790, -1.27080, -1.02013], [7.12143, 1.14568, 3.71185], [5.78594, 2.21277, 4.14811], [5.49476, 0.49084, 3.89684], [4.73207, 1.81705, 1.92062], [6.34885, 2.49254, 1.75132], [5.61550, -0.45757, 1.55654], [7.25057, 0.18319, 1.34551], [7.63585, 0.73134, -1.34114], [7.37698, 2.04609, -0.18305], [7.06344, 2.77854, -2.52917], [5.72231, 1.64798, -2.70910], [4.53923, 2.78613, -0.81658], [4.81120, 3.86697, -2.19199], [5.82752, 3.98901, -0.75389], [5.57672, -0.40426, -1.95964], [6.04428, -1.43720, -0.60155], [3.79098, -1.07159, 0.42070], [3.37864, 0.03545, -0.88849], [4.02284, -2.94506, -1.21485], [3.61672, -1.82424, -2.53604], [1.40227, -1.55333, -1.33731], [0.36649, -5.53855, 0.03654], [-2.44869, -6.27834, 1.63906], [-2.74732, -6.73071, -0.05513], [-1.13977, -6.94738, 0.65324], [-4.25754, -5.15195, 0.72856], [-5.86743, -3.30157, 0.50662], [-5.86373, 0.61337, 2.21078], [-4.20946, 1.28436, 2.29954], [-4.45826, -0.45657, 2.08590], [-5.02143, 1.78170, -1.27042], [-7.11113, 1.97629, 0.03547], [-6.25345, 2.87584, 1.29881], [-7.38498, 4.45033, -0.23973], [-6.53914, 3.73299, -1.61394], [-5.39994, 5.80629, -0.89225], [-5.23331, 5.16544, 0.74359], [-3.98078, 3.98466, -1.77537], [-3.12397, 4.87262, -0.51189], [-3.72613, 3.13583, 1.14079], [-2.86116, 2.40821, -0.21885], [-2.76360, -0.70611, -0.79750]], "atomic_forces_ev_per_a": [[0.0, 0.1, -0.2], [0.1, -0.3, 0.1], [-0.2, 0.4, 0.1], [0.1, -0.1, 0.0], [-0.1, 0.0, -0.3], [0.1, 0.0, 0.3], [0.1, -0.1, -0.2], [-0.4, 0.0, 0.1], [0.2, -0.3, -0.3], [0.3, -0.1, 0.2], [0.0, 0.3, -0.1], [-0.2, 0.1, -0.1], [0.2, -0.3, 0.1], [0.0, 0.0, 0.0], [0.4, 0.3, -0.1], [0.2, 0.0, 0.0], [-0.2, -0.4, 0.1], [-0.3, 0.6, -0.1], [0.0, -0.1, 0.0], [-0.1, 0.0, 0.0], [-0.3, 0.4, 0.0], [0.4, -0.2, 0.1], [0.2, -0.1, 0.2], [0.2, 0.2, -0.1], [-0.4, -0.9, -0.6], [-0.1, -0.1, 0.4], [-0.1, 0.4, -0.2], [0.0, -0.1, -0.3], [0.0, 0.1, 0.3], [0.0, 0.0, -0.3], [0.0, 0.1, 0.3], [-0.1, -0.2, -0.3], [0.1, -0.1, 0.0], [-0.3, 0.0, 0.0], [0.0, -0.2, 0.1], [-0.1, 0.1, 0.0], [0.1, 0.0, 0.1], [0.0, 0.0, 0.1], [0.0, -0.1, 0.1], [0.0, 0.0, -0.1], [0.0, 0.1, -0.1], [0.0, 0.0, 0.0], [0.0, -0.1, 0.0], [0.0, 0.0, 0.1], [0.1, 0.0, 0.0], [0.0, -0.1, -0.1], [0.1, 0.0, -0.1], [-0.1, 0.0, 0.1], [-0.1, 0.1, 0.0], [0.0, 0.1, 0.1], [0.1, 0.0, 0.0], [0.0, 0.0, -0.1], [-0.1, 0.0, 0.1], [0.0, 0.1, 0.0], [0.0, 0.1, -0.1], [0.1, -0.1, 0.1], [-0.1, -0.2, 0.1], [0.0, 0.0, 0.0], [0.0, 0.0, 0.0], [0.0, 0.0, 0.0], [0.0, 0.1, 0.0], [0.0, -0.1, 0.0], [-0.1, -0.1, 0.1], [0.1, 0.0, 0.1], [0.1, 0.0, 0.0], [0.0, 0.0, 0.2], [0.0, 0.3, 0.1], [-0.1, 0.0, 0.1], [0.0, 0.0, 0.1], [0.0, 0.0, -0.1], [-0.1, 0.0, -0.1], [0.0, 0.1, 0.1], [0.0, 0.1, 0.1], [0.1, 0.0, -0.1], [0.0, 0.0, -0.1], [0.0, 0.0, 0.1], [0.0, 0.0, 0.0], [0.1, 0.1, 0.0]], "lowdin_charge": [-0.116, -0.246, -0.220, -0.195, -0.221, -0.240, -0.109, -0.209, -0.158, -0.177, 0.082, -0.454, 0.036, -0.023, 0.029, -0.077, -0.018, -0.129, 0.009, -0.031, -0.260, 0.675, -0.288, -0.271, -0.253, -0.084, -0.357, -0.147, -0.192, -0.207, -0.196, -0.146, 0.029, -0.037, -0.308, 0.043, 0.070, 0.067, 0.070, 0.110, 0.098, 0.114, 0.127, 0.121, 0.112, 0.105, 0.096, 0.060, 0.066, 0.069, 0.113, 0.130, 0.112, 0.117, 0.121, 0.127, 0.111, 0.141, 0.102, 0.103, 0.097, 0.104, 0.118, 0.090, 0.093, 0.089, 0.137, 0.119, 0.120, 0.110, 0.118, 0.108, 0.113, 0.117, 0.110, 0.112, 0.120, 0.130], "energy_ev": -53667.486, "charge": 0, "smiles": "CCCN(CCC)CCCNC(=O)c1cn(C)c2ccc(S(=O)(=O)N(C)C3CCCCC3)cc2c1=O", "spin_multiplicity": 1, "lumo_energy_ev": -0.11, "homo_ha": -0.303}

***

{"formula": "C7H12N2", "method": "ωB97M-V/def2-TZVPD", "elements": ["C", "C", "C", "C", "C", "C", "C", "H", "H", "H", "H", "H", "H", "H", "H", "H", "H", "H", "H", "N", "N"], "xyz": [[1.43065, 1.65651, 3.01268], [0.71822, 1.04009, 1.81552], [0.92917, -0.32155, -1.27805], [-0.27732, -1.13869, -0.98894], [-0.50914, -0.53332, 0.27912], [-1.37029, -0.74111, -1.77696], [-2.05239, -1.34612, -2.60353], [2.26936, 2.25758, 2.55655], [0.92017, 2.57890, 3.56627], [1.73266, 0.75528, 3.77603], [-0.32153, 0.35984, 1.88535], [1.11532, 0.00939, -2.32439], [1.75163, -0.84081, -0.88777], [0.13454, -2.08307, -0.93732], [0.13388, -0.84257, 1.16006], [-1.59242, -0.20824, 0.50065], [-1.63213, 0.37208, -1.67744], [-3.09593, -0.63764, -2.89601], [-1.75603, -2.32495, -3.44112], [1.05355, 1.44384, 0.56867], [0.41804, 0.54460, -0.30935]], "atomic_forces_ev_per_a": [[0.1, 0.8, 1.0], [-1.8, 2.0, -1.4], [1.0, 1.0, -1.3], [1.5, -2.0, -2.0], [1.7, 3.0, 2.3], [1.3, 4.6, 2.1], [-6.7, -3.3, -9.0], [-0.1, -1.3, 0.7], [0.3, -2.5, -0.8], [-0.5, 2.6, -1.8], [3.4, 2.7, 1.0], [-0.2, 0.1, 0.7], [1.9, -0.8, 0.2], [-0.7, -2.9, -0.4], [-1.3, -1.3, -1.2], [1.8, -0.6, 0.2], [0.2, -1.7, 0.6], [3.1, -2.6, 0.0], [-1.2, 2.7, 3.4], [-0.4, -4.1, 2.7], [-3.3, 3.6, 2.9]], "lowdin_charge": [-0.135, -0.240, -0.133, -0.377, -0.147, -0.309, -0.050, 0.061, 0.093, 0.115, 0.127, 0.142, 0.103, 0.132, 0.112, 0.159, 0.157, 0.128, 0.155, 0.094, -0.187], "energy_ev": -10425.325, "charge": 0, "spin_multiplicity": 1, "lumo_energy_ev": 0.90, "homo_ha": -0.300}

***

Taking the records one at a time from the top gives energy relative to the best compared isomer or geometry (same formula, charge and spin) values of 37.6, 12.5, 786.6 kJ/mol.
Taking the records one at a time from the top gives orbital gap values of 5.301, 8.138, 9.077 eV.